Entry 1:
Formula: C3H5CuLiO3
Source: the Open Molecules 2025 dataset
Level of theory: ωB97M-V with the def2-TZVPD basis set

Its spin multiplicity is 3. The energy relative to the best compared isomer or geometry (same formula, charge and spin) is 0.971 eV. Its total energy is -54139.0727 eV. Its HOMO-LUMO gap (spin up / spin down) is 9.5 / 7.3 eV. Its strongest force on any atom is 2.02 eV/Å. Its charge is +3. Its expectation value of S² is 2.01.

The geometry in XYZ format:
```
13
C3H5CuLiO3 (ωB97M-V with the def2-TZVPD basis set)
C 1.4205 -0.7229 1.3720
O 1.6546 -1.7076 0.6341
H -1.0069 1.4220 -1.4122
H 1.4937 -1.9425 1.9370
Li -1.4588 -1.1886 -2.1117
O -1.4804 -0.3609 -0.4481
H 1.1571 1.7366 -0.4723
H -1.2063 1.5568 0.3328
Cu -2.4938 -0.8584 0.8738
C 0.6629 0.7709 -0.3316
C -0.8345 0.8891 -0.4605
O 0.9875 0.3957 1.0744
H 1.1044 0.0098 -0.9878
```

Löwdin population analysis, charges in e, atoms 1 to 6: number 1, C, carries -0.13; number 2, O, carries 0.28; number 3, H, carries 0.17; number 4, H, carries 0.37; number 5, Li, carries 0.90; number 6, O, carries -0.29

Entry 2:
Formula: C3H5CuO3
Source: the Open Molecules 2025 dataset
Level of theory: ωB97M-V with the def2-TZVPD basis set

Its spin multiplicity is 3. The energy relative to the best compared isomer or geometry (same formula, charge and spin) is 2.524 eV. Its total energy is -53967.6267 eV. Its HOMO-LUMO gap (spin up / spin down) is 6.6 / 5.7 eV. Its strongest force on any atom is 5.45 eV/Å. Its charge is 0. Its expectation value of S² is 2.01.

The geometry in XYZ format:
```
12
C3H5CuO3 (ωB97M-V with the def2-TZVPD basis set)
C 0.0215 -0.7984 -0.5706
H -0.3980 2.1761 0.6491
C -1.5155 0.2847 0.7720
O 0.9791 -1.1889 0.4995
Cu 2.0113 0.4410 0.3859
H 1.0679 -2.0832 -0.0550
C -0.7872 1.3750 0.0099
O -1.2631 -0.8582 -0.0464
H -1.4098 1.8082 -0.7850
O 0.3047 0.6590 -0.5898
H -1.1039 0.1450 1.7836
H -2.5979 0.4395 0.8340
```

Löwdin population analysis, charges in e, atoms 1 to 6: number 1, C, carries -0.25; number 2, H, carries 0.13; number 3, C, carries -0.15; number 4, O, carries -0.17; number 5, Cu, carries 0.33; number 6, H, carries 0.18

Entry 3:
Formula: C3H5CuO4
Source: the Open Molecules 2025 dataset
Level of theory: ωB97M-V with the def2-TZVPD basis set

Its spin multiplicity is 2. The energy relative to the best compared isomer or geometry (same formula, charge and spin) is 1.619 eV. Its total energy is -56020.2317 eV. Its HOMO-LUMO gap (spin up / spin down) is 6.6 / 5.2 eV. Its strongest force on any atom is 5.12 eV/Å. Its charge is -1. Its expectation value of S² is 0.76.

The geometry in XYZ format:
```
13
C3H5CuO4 (ωB97M-V with the def2-TZVPD basis set)
H -0.6071 -2.6626 0.9713
C 0.5174 1.7537 -2.4702
Cu 0.9375 2.2319 0.0202
O -0.0489 0.6042 1.4358
C -0.6531 -0.5066 0.9571
O -0.2435 2.6098 -1.8574
H -0.6542 -0.3770 -0.2307
O 1.6766 1.6054 -1.8921
H 0.9990 -1.8872 1.1137
C -0.0569 -1.8217 1.4149
O -0.0023 0.7879 -3.1239
H -1.7451 -0.4269 1.1521
H -0.1193 -1.9109 2.5093
```

Löwdin population analysis, charges in e, atoms 1 to 6: number 1, H, carries 0.05; number 2, C, carries -0.86; number 3, Cu, carries 0.59; number 4, O, carries -0.38; number 5, C, carries -0.56; number 6, O, carries -0.01